Record 1
Formula: C27H58B2N2O15S
Source: OMol25
Level of theory: ωB97M-V/def2-TZVPD

Summary:
HOMO-LUMO gap	0.266	Ha
E_tot	-74813.1800	eV
lowest unoccupied orbital energy	-1.6	eV

Each line ends with the Mulliken charge.
Cartesian coordinates (Å):
C (-4.18574, -0.03413, -1.36931)  -0.518
O (-4.39881, 0.12028, 0.05732)  -0.481
B (-4.16232, 1.46715, 0.50838)  0.915
O (-5.22108, 2.47941, 0.50402)  -0.478
C (-2.72587, 1.99594, 1.11386)  -0.053
C (-2.18151, 3.45334, 0.72772)  -0.273
C (-0.83085, 4.01385, 1.28895)  -0.791
C (-0.03770, 3.09026, 2.27528)  0.504
N (1.21950, 3.31523, 2.95899)  -0.527
S (1.62828, 1.92409, 3.89862)  0.216
N (0.31575, 0.84981, 3.61082)  -0.538
C (-0.48385, 1.63835, 2.70999)  0.630
C (-1.85390, 1.11473, 2.08225)  0.298
O (-2.28695, -0.22818, 2.43669)  -0.584
B (-1.67255, -1.10747, 1.43871)  0.360
O (-2.22165, -2.43264, 1.14617)  -0.554
O (-0.51661, -0.71719, 0.64104)  -0.244
H (-3.06843, -0.00734, -1.68050)  0.178
H (-4.55589, -1.08921, -1.68023)  0.265
H (-4.80271, 0.70062, -2.01592)  0.207
H (-5.05043, 2.95856, 1.35920)  0.249
H (-2.80088, 4.08062, 0.00532)  0.373
H (-0.41041, 5.04480, 1.00487)  0.339
H (-2.35256, -2.40608, 0.16565)  0.284
H (-0.88271, -0.41813, -0.22241)  0.231
C (-7.55453, 3.57748, -3.49783)  -0.743
O (-7.69030, 2.22559, -3.07979)  -0.432
C (-7.45426, 2.06119, -1.68127)  0.001
C (-8.76167, 1.99568, -0.89544)  -0.755
O (-9.47870, 3.22749, -0.96613)  -0.396
C (-10.51368, 3.19971, -1.94028)  -0.745
H (-8.04417, 3.68418, -4.46754)  0.258
H (-8.01806, 4.27577, -2.79725)  0.338
H (-6.49325, 3.82258, -3.60952)  0.300
H (-6.80645, 2.85706, -1.30164)  0.351
H (-6.92331, 1.11160, -1.55707)  0.164
H (-8.52786, 1.82360, 0.15963)  0.378
H (-9.38675, 1.16427, -1.23933)  0.352
H (-11.38415, 2.67342, -1.53546)  0.316
H (-10.19599, 2.71685, -2.86763)  0.331
H (-10.79609, 4.22926, -2.16622)  0.251
C (4.87409, -0.72002, 3.43569)  -0.597
O (3.73006, -1.32665, 4.02305)  -0.434
C (2.68509, -1.54988, 3.07671)  -0.529
C (2.67508, -2.99347, 2.58031)  0.015
O (3.85709, -3.30398, 1.84333)  -0.067
C (4.82412, -3.99033, 2.62872)  -0.933
H (5.72037, -0.86728, 4.10914)  0.271
H (5.12293, -1.15787, 2.46622)  0.208
H (4.70009, 0.35453, 3.31732)  0.258
H (2.76281, -0.84626, 2.24054)  0.409
H (1.74038, -1.35121, 3.59264)  0.306
H (1.83109, -3.12233, 1.89588)  -0.226
H (2.54213, -3.69531, 3.41094)  0.420
H (4.55001, -5.04748, 2.70619)  0.248
H (4.92010, -3.56547, 3.63084)  0.348
H (5.78944, -3.91078, 2.12583)  0.258
C (3.78198, -2.90811, -1.05647)  -0.077
O (4.89810, -3.16941, -1.90052)  -0.398
C (4.50856, -3.64269, -3.18767)  -0.429
C (4.51997, -2.52183, -4.22497)  -0.539
O (3.54290, -1.52453, -3.93086)  -0.379
C (4.09983, -0.39488, -3.27165)  -0.713
H (4.11587, -2.26993, -0.23860)  0.124
H (2.97330, -2.39786, -1.58599)  0.388
H (3.40966, -3.84850, -0.63983)  -0.159
H (3.52695, -4.12683, -3.14197)  0.273
H (5.24119, -4.40128, -3.48365)  0.405
H (4.25975, -2.94420, -5.20064)  0.380
H (5.51612, -2.07394, -4.30955)  0.314
H (4.59286, 0.25147, -4.00512)  0.332
H (4.81695, -0.67958, -2.49792)  0.312
H (3.28637, 0.15985, -2.80115)  0.229
C (1.69477, 8.06366, 0.92047)  -0.853
O (1.32298, 6.87724, 0.22921)  -0.285
C (1.23419, 7.07452, -1.18114)  -0.408
C (2.49555, 6.59419, -1.89553)  -0.574
O (3.63476, 7.36830, -1.52547)  -0.381
C (4.42468, 6.73231, -0.52839)  -0.711
H (2.04807, 7.78151, 1.91384)  0.249
H (2.49330, 8.60664, 0.41015)  0.387
H (0.82135, 8.71465, 1.02837)  0.307
H (1.02554, 8.12435, -1.41312)  0.355
H (0.38432, 6.47994, -1.53341)  0.368
H (2.35884, 6.72427, -2.97360)  0.377
H (2.67364, 5.52981, -1.70718)  0.316
H (5.05129, 5.96379, -0.99220)  0.319
H (3.81407, 6.27862, 0.25607)  0.301
H (5.06842, 7.48607, -0.07234)  0.250
C (0.86774, -8.46858, 2.50598)  -0.792
O (2.13548, -7.95470, 2.11774)  -0.376
C (2.38713, -8.12078, 0.72352)  -0.619
C (2.09832, -6.83951, -0.05548)  0.161
O (0.71380, -6.49763, -0.00902)  -0.431
C (0.43191, -5.50656, 0.97050)  -0.543
H (0.60896, -8.03824, 3.47510)  0.252
H (0.08127, -8.21254, 1.79241)  0.348
H (0.92831, -9.55688, 2.60801)  0.320
H (1.81213, -8.96286, 0.32342)  0.347
H (3.45008, -8.36273, 0.61817)  0.383
H (2.35016, -7.00465, -1.10786)  0.386
H (2.71396, -6.00966, 0.30944)  -0.260
H (0.70190, -4.52010, 0.58004)  0.173
H (0.96651, -5.68583, 1.90673)  0.329
H (-0.63957, -5.52495, 1.17607)  0.314

Atomic forces in eV per Å
C -0.2 -1.2 -1.5
O 0.7 2.5 -0.8
B -0.7 0.5 0.4
O 2.2 -1.9 1.4
C 3.7 -0.3 2.2
C 3.5 -0.8 2.7
C -2.7 -3.1 -0.1
C 1.4 -2.1 1.8
N -2.8 -2.2 -0.8
S -2.8 1.0 -2.2
N -0.7 5.1 -3.0
C -1.7 -0.3 -0.7
C -0.4 2.4 -1.1
O 2.3 0.9 -3.0
B -0.4 -1.1 -0.4
O 0.4 3.1 0.0
O -2.5 0.1 0.5
H -1.7 0.3 0.7
H 0.5 1.7 0.7
H 1.1 -0.9 1.2
H -0.3 -0.1 -1.4
H 1.0 -1.0 1.2
H -0.7 -1.8 0.5
H 0.3 -0.5 1.1
H 0.7 -0.2 0.7
C 0.0 -0.2 -0.1
O -0.1 0.3 0.2
C -0.3 -0.2 -0.2
C 0.3 0.4 0.2
O 0.0 -0.3 -0.3
C 0.0 0.1 0.2
H 0.1 -0.1 0.0
H 0.0 -0.1 0.0
H 0.0 0.1 0.0
H -0.1 0.0 0.0
H -0.1 0.0 0.1
H 0.0 0.0 0.0
H 0.1 0.0 -0.1
H -0.1 0.0 -0.1
H 0.0 0.0 0.1
H 0.0 0.0 0.1
C -0.1 0.0 0.2
O 0.1 0.0 -0.4
C -0.1 -0.4 0.4
C 0.1 0.4 -0.3
O 0.0 0.0 0.7
C 0.0 -0.1 -0.1
H -0.1 0.0 0.0
H -0.1 0.0 0.0
H 0.1 0.0 -0.1
H 0.0 -0.1 0.0
H 0.0 0.0 -0.1
H 0.0 0.1 0.1
H 0.0 0.1 0.0
H 0.1 0.0 0.1
H -0.1 0.0 0.0
H -0.1 0.0 -0.1
C 0.1 0.1 0.0
O -0.4 0.1 -0.3
C 0.5 0.3 0.1
C -0.5 -0.2 0.1
O 0.4 0.0 0.2
C -0.1 0.0 -0.1
H 0.0 -0.2 -0.1
H 0.0 0.0 -0.1
H -0.1 0.1 0.1
H 0.0 0.1 0.0
H 0.0 0.0 0.0
H 0.0 0.0 0.0
H 0.0 0.0 0.1
H 0.1 0.1 0.1
H 0.0 -0.1 0.0
H 0.0 -0.1 -0.1
C -0.1 -0.1 0.2
O 0.1 0.2 -0.2
C 0.1 -0.5 0.1
C 0.0 0.5 0.0
O -0.2 -0.3 0.2
C 0.1 0.1 -0.1
H -0.1 -0.1 -0.1
H 0.0 -0.1 -0.1
H 0.1 0.1 0.0
H 0.1 0.0 0.0
H 0.0 0.0 0.0
H 0.0 0.0 0.0
H -0.1 0.1 0.1
H 0.0 -0.1 0.1
H 0.0 0.0 -0.1
H 0.0 0.0 -0.1
C 0.1 0.0 0.1
O -0.3 0.0 -0.3
C 0.3 0.4 0.2
C -0.3 -0.3 -0.1
O 0.3 0.0 0.3
C -0.1 0.0 -0.2
H 0.1 0.0 0.0
H 0.1 0.0 0.0
H -0.1 0.0 0.0
H -0.1 0.1 0.0
H 0.0 0.0 0.0
H 0.0 0.0 0.0
H 0.0 -0.1 0.1
H 0.0 0.0 0.1
H 0.0 0.0 -0.1
H 0.1 0.0 -0.1

Record 2
Formula: C27H58BeBr4Cl3F3MgNO4PS
Source: OMol25
Level of theory: ωB97M-V/def2-TZVPD

Summary:
HOMO-LUMO gap	0.053	Ha
E_tot	-390451.7268	eV
lowest unoccupied orbital energy	-10.0	eV
net charge	+2

Each line ends with the Mulliken charge.
Cartesian coordinates (Å):
C (-0.14335, 0.89370, -4.06636)  -0.787
C (-0.77256, 1.66042, -2.90276)  -0.126
C (-0.02082, 1.36588, -1.58339)  1.581
C (0.39005, 2.61247, -0.80086)  -1.587
C (0.51672, 2.24529, 0.67324)  1.285
C (-0.82672, 2.18250, 1.39666)  -1.037
C (-0.66420, 1.97496, 2.91272)  -0.678
P (-0.84606, 0.18787, 3.36305)  -0.306
C (-0.13255, -0.77702, 1.98112)  -1.156
C (-1.20378, -1.48100, 1.13468)  0.084
C (-0.63795, -1.86679, -0.25233)  -0.576
N (-1.56497, -1.67796, -1.36915)  -0.362
C (0.33273, -0.05666, 4.74073)  -1.018
C (-0.05866, 0.77635, 5.96335)  -0.312
C (0.79141, 0.42647, 7.12902)  0.211
F (0.28339, 0.64033, 8.35902)  -0.263
C (2.08419, -0.02893, 7.04670)  0.271
F (3.11891, 0.59180, 7.59463)  -0.213
F (2.47012, -1.15976, 6.47061)  -0.171
H (-0.81559, 0.79290, -4.91152)  0.446
H (0.76098, 1.47253, -4.37225)  -0.441
H (0.17526, -0.09491, -3.73280)  0.600
H (-1.78653, 1.28937, -2.80527)  -0.057
H (-0.76011, 2.72507, -3.09208)  0.698
H (0.85115, 0.74909, -1.81261)  0.375
H (-0.70055, 0.81512, -0.94354)  -1.330
H (1.32965, 3.03754, -1.16249)  0.242
H (-0.35646, 3.39847, -0.90345)  0.512
H (1.14103, 2.97099, 1.22648)  -1.546
H (1.04499, 1.29633, 0.68784)  0.752
H (-1.28480, 3.15685, 1.24301)  0.864
H (-1.50719, 1.46063, 0.94995)  0.418
H (0.32806, 2.33679, 3.20931)  0.035
H (-1.43154, 2.52522, 3.44544)  0.475
H (0.54518, -0.18386, 1.38172)  0.234
H (0.48278, -1.54849, 2.44546)  0.723
H (-1.43090, -2.40506, 1.65012)  -0.237
H (-2.09011, -0.86343, 1.01360)  0.659
H (0.24804, -1.26317, -0.44686)  0.297
H (-0.29292, -2.89719, -0.20809)  0.219
H (-2.38962, -2.24259, -1.20484)  0.014
H (-1.84691, -0.70909, -1.35827)  0.066
H (1.31425, 0.27128, 4.38627)  0.467
H (0.34707, -1.12094, 4.95112)  0.781
H (0.15718, 1.82441, 5.74291)  0.171
H (-1.11377, 0.67573, 6.21423)  0.405
Mg (2.64222, 1.24011, -4.45491)  0.831
C (-2.13322, 5.60938, -4.67881)  -0.619
O (-1.76708, 4.23722, -4.47275)  -0.429
H (-2.45629, 6.00662, -3.72153)  0.228
H (-1.28367, 6.19214, -5.03930)  0.279
H (-2.95333, 5.68900, -5.39288)  0.260
H (-1.49230, 3.88989, -5.32448)  0.255
C (-0.95441, 6.32948, 4.36935)  -1.410
C (0.05202, 6.16094, 3.24528)  0.755
C (0.51846, 7.50064, 2.70276)  -1.366
O (-0.50674, 5.36764, 2.18629)  -0.311
H (-1.84288, 6.85202, 4.00712)  0.364
H (-1.27813, 5.35838, 4.74602)  0.285
H (-0.53254, 6.89908, 5.19647)  0.416
H (0.91664, 5.59596, 3.61488)  -0.028
H (-0.32613, 8.05701, 2.29016)  0.368
H (1.24121, 7.36102, 1.89712)  0.276
H (0.98141, 8.10440, 3.48244)  0.408
H (-1.27001, 5.84388, 1.84234)  0.289
Cl (-4.27680, -0.18107, -2.88826)  -0.101
C (-5.83924, -1.04786, -2.77801)  -0.539
C (-5.83092, -2.07117, -1.67433)  -0.490
Cl (-4.73614, -3.43012, -2.03798)  -0.183
H (-6.03402, -1.50138, -3.74519)  0.340
H (-6.60442, -0.29946, -2.58397)  0.317
H (-6.82941, -2.48685, -1.55549)  0.382
H (-5.52291, -1.63392, -0.72804)  0.296
C (2.33761, -4.97927, -3.72534)  -0.699
C (3.78107, -4.49062, -3.81310)  -0.524
C (3.62368, -3.00227, -3.53697)  0.114
O (2.49847, -2.86231, -2.66699)  -0.365
C (1.78440, -4.11768, -2.60432)  -0.009
H (2.24653, -6.04298, -3.51887)  0.386
H (1.81273, -4.76613, -4.65960)  0.273
H (4.38080, -4.95490, -3.02862)  0.294
H (4.25743, -4.69419, -4.77051)  0.275
H (3.40883, -2.43741, -4.45721)  -0.034
H (4.50316, -2.56033, -3.06283)  0.151
H (1.97344, -4.57432, -1.62851)  -0.021
H (0.71862, -3.92490, -2.69682)  0.226
C (5.82900, -1.22997, -6.80889)  -0.281
Br (3.94645, -0.90246, -7.14041)  -0.079
Br (6.37217, -0.58787, -5.07609)  -0.033
Br (6.25783, -3.07071, -7.05871)  0.063
H (6.37292, -0.65820, -7.54679)  0.409
C (0.83802, -5.44859, 1.66775)  -0.644
S (-0.75891, -5.11587, 2.39035)  0.994
O (-0.60040, -3.90632, 3.18415)  -0.440
C (-0.97735, -6.50792, 3.46904)  -1.067
H (1.07801, -4.67151, 0.94753)  0.052
H (1.57382, -5.46260, 2.47836)  0.470
H (0.63354, -6.40895, 1.14407)  0.213
H (-0.18014, -6.45426, 4.20916)  0.386
H (-0.91659, -7.42530, 2.88043)  0.368
H (-1.95196, -6.42514, 3.93960)  0.494
Cl (-0.20179, -7.15678, -0.50368)  -0.635
Br (-3.00462, -4.76785, 1.82345)  -0.082
Be (2.44732, 3.98511, 2.28202)  0.191

Atomic forces in eV per Å
C -0.5 -0.3 0.7
C 0.9 -0.5 0.5
C -0.5 0.8 -0.5
C 0.0 0.1 0.4
C -0.2 -0.1 -0.5
C 0.2 0.7 0.3
C 0.1 -0.7 -0.6
P -0.6 0.0 0.3
C -0.1 -0.4 0.5
C 1.0 0.0 -0.4
C -0.2 0.4 0.1
N 0.6 -0.4 0.3
C -0.1 0.5 -0.5
C -0.1 -1.0 0.2
C 0.8 -1.3 -0.1
F 0.5 1.6 -0.1
C -0.5 0.5 0.3
F -0.3 -0.9 0.9
F 0.1 0.9 -1.0
H 0.3 0.1 -0.4
H -0.1 0.5 -0.4
H 0.0 -0.2 -0.1
H -0.3 0.2 -0.2
H -0.4 0.2 -0.2
H 0.1 -0.3 0.4
H 0.2 -0.4 0.1
H 0.1 0.0 -0.1
H -0.1 0.1 -0.1
H -0.1 -0.1 -0.2
H 0.3 0.0 0.4
H -0.1 0.1 0.0
H 0.0 -0.2 0.0
H 0.1 0.1 0.2
H 0.1 0.2 0.2
H 0.0 0.1 -0.1
H 0.1 -0.1 0.1
H -0.7 0.2 0.2
H -0.2 0.0 0.1
H 0.1 0.0 -0.1
H 0.0 -0.2 -0.3
H -0.2 0.0 -0.3
H -0.4 0.0 -0.1
H 0.2 -0.2 0.1
H 0.1 -0.1 0.1
H -0.2 0.2 0.0
H -0.1 0.0 -0.1
Mg 0.4 -0.7 -0.1
C 0.0 -0.1 -0.1
O 0.1 0.2 0.0
H 0.0 0.0 0.0
H 0.0 0.0 0.0
H 0.0 0.0 0.0
H -0.1 0.0 -0.1
C 0.0 -0.2 0.0
C -0.4 0.5 0.0
C 0.2 -0.1 -0.1
O 0.3 -0.3 0.1
H 0.0 0.1 0.0
H 0.0 0.0 0.0
H 0.0 0.0 0.0
H 0.0 -0.1 0.0
H 0.0 0.0 0.1
H 0.0 0.0 0.0
H 0.0 0.0 0.0
H 0.0 0.0 0.0
Cl 0.0 0.1 0.0
C -0.2 0.0 0.0
C -0.1 0.0 0.0
Cl 0.1 0.0 0.1
H 0.1 0.0 0.0
H 0.0 0.0 0.0
H 0.0 0.0 -0.1
H 0.0 0.0 0.0
C 0.0 0.1 -0.1
C 0.0 0.0 0.0
C -0.1 0.1 0.1
O 0.0 0.1 -0.1
C 0.0 -0.1 0.2
H 0.0 0.0 0.0
H 0.0 0.0 0.0
H 0.0 0.0 0.0
H 0.0 0.0 0.0
H 0.1 -0.1 -0.1
H 0.0 0.0 0.0
H 0.0 0.0 0.0
H -0.1 0.1 0.0
C 0.3 -0.1 0.1
Br -0.3 0.3 0.2
Br -0.2 0.1 0.1
Br -0.1 0.0 0.0
H 0.0 0.1 0.0
C -0.1 -0.4 -0.9
S -0.6 1.0 2.2
O 0.3 -0.1 -0.1
C -0.3 -0.5 -0.3
H -0.2 -0.1 -0.1
H -0.5 0.2 0.4
H 0.5 0.1 -0.2
H 0.1 0.1 -0.1
H 0.0 0.0 -0.1
H 0.0 0.1 0.0
Cl -0.4 0.1 0.0
Br 1.3 -0.7 -0.7
Be 0.1 0.2 0.2

Question: Which value of E_tot does entry 1 give?
Answer: -74813.1800 eV

Question: lowest unoccupied orbital energy of number 1 (C27H58B2N2O15S)?
Answer: -1.6 eV